*A*
The following is a quantum chemistry calculation of the ion C7H14NO with charge +1, from the OMol25 dataset.

As for the net charge: +1. The calculation puts the orbital gap (alpha / beta) at 0.2957 / 0.3374 hartree. The value obtained for the LUMO energy (alpha / beta) is -0.1415 / -0.1248 Eh. The calculation puts the HOMO energy (alpha / beta) at -11.898 / -12.577 eV.

Last column: Löwdin charge in e.
Element x y z (Å)
C (1.738, -1.194, -0.535)  -0.0718
C (1.929, 0.010, -0.146)  -0.1106
C (0.508, -1.795, 0.229)  -0.1073
C (-0.249, -0.651, 0.961)  -0.1589
C (2.534, 1.263, -0.297)  -0.0748
C (-1.969, -0.240, -0.921)  -0.0308
C (-1.245, 1.534, 0.430)  -0.0247
N (-0.864, 0.282, -0.183)  -0.1824
O (-1.168, -0.714, 1.952)  0.1022
H (2.147, -1.750, -1.367)  0.1244
H (-0.096, -2.420, -0.450)  0.1140
H (0.966, -2.564, 0.777)  0.0984
H (3.275, 1.218, -1.057)  0.0883
H (2.911, 1.746, 0.690)  0.1379
H (1.675, 1.930, -0.557)  0.0931
H (-1.673, -1.052, -1.662)  0.1356
H (-2.674, -0.555, -0.126)  0.1177
H (-2.633, 0.478, -1.444)  0.1236
H (-1.232, 2.405, -0.240)  0.1284
H (-2.117, 1.261, 1.048)  0.1201
H (-0.558, 1.842, 1.201)  0.1023
H (-0.113, 0.397, -0.869)  0.1435
H (-1.092, -1.431, 2.565)  0.1316



*B*
The following is a quantum chemistry calculation of a cluster of 2 separate species, C7H14NO in total, from the OMol25 dataset.

As for the net charge: +1. The calculation puts the orbital gap at 0.3407 hartree. The value obtained for the LUMO energy is -0.1708 Eh. The calculation puts the HOMO energy at -13.918 eV.

Last column: Löwdin charge in e.
Element x y z (Å)
C (3.572, -0.369, 0.097)  -0.0304
C (2.502, 0.135, 0.174)  0.0525
C (4.882, -0.804, 0.082)  -0.0353
C (-3.242, -0.918, -0.904)  -0.0976
C (0.722, 1.615, -0.703)  0.0289
C (-3.734, -0.002, 0.279)  -0.2636
C (1.160, 0.500, 0.241)  -0.2465
N (0.242, -0.256, 0.791)  0.2737
O (-2.607, 0.583, 1.013)  -0.1714
H (4.909, -1.787, 0.476)  0.0970
H (5.240, -0.821, -1.004)  0.1496
H (5.371, -0.035, 0.567)  0.0874
H (-2.537, -1.749, -0.663)  0.0640
H (-4.082, -1.652, -1.315)  0.1230
H (-2.747, -0.362, -1.661)  0.0409
H (1.468, 2.440, -0.373)  0.1403
H (-0.209, 2.023, -0.512)  0.0556
H (0.957, 1.402, -1.750)  0.1139
H (-4.420, -0.687, 0.997)  0.1526
H (-4.357, 0.773, -0.088)  0.0837
H (-2.905, 0.958, 1.932)  0.1521
H (-0.730, -0.052, 0.860)  0.0805
H (0.546, -0.934, 1.465)  0.1491



In kJ/mol, relative to the most stable structure: *A* 275.4; *B* 0.0.



*A*
The following is a quantum chemistry calculation of the ion C5H10N with charge +1, from the OMol25 dataset.

As for the net charge: +1. The calculation puts the orbital gap at 0.3228 hartree. The value obtained for the LUMO energy is -0.1975 Eh. The calculation puts the HOMO energy at -14.159 eV.

Last column: Löwdin charge in e.
Element x y z (Å)
C (-1.341, 1.083, 0.154)  -0.0409
C (0.020, 1.261, 0.135)  -0.0299
C (-1.797, -0.218, -0.162)  -0.2553
C (0.886, 0.195, -0.415)  -0.0095
C (2.189, -0.216, 0.084)  -0.0344
N (-0.797, -1.164, 0.218)  0.0812
H (-1.950, 1.836, 0.608)  0.1247
H (0.360, 2.090, 0.685)  0.1121
H (-2.823, -0.303, 0.208)  0.1419
H (-1.730, -0.418, -1.232)  0.1435
H (0.745, 0.070, -1.441)  0.1185
H (2.534, 0.170, 1.057)  0.1139
H (2.858, 0.185, -0.685)  0.1183
H (2.290, -1.302, -0.140)  0.1237
H (-0.698, -1.213, 1.232)  0.1402
H (-0.744, -2.058, -0.306)  0.1519



*B*
The following is a quantum chemistry calculation of the ion C5H10N with charge +1, from the OMol25 dataset.

As for the net charge: +1. The calculation puts the orbital gap at 0.3771 hartree. The value obtained for the LUMO energy is -0.1811 Eh. The SMILES is CC=C=[N+](C)C. The calculation puts the HOMO energy at -15.189 eV.

Last column: Löwdin charge in e.
Element x y z (Å)
C (-2.135, 0.027, -0.682)  -0.0249
C (-1.602, -0.182, 0.667)  -0.0855
C (-0.367, -0.123, 0.914)  0.0231
N (0.846, -0.076, 0.491)  -0.0780
C (1.096, 1.275, -0.062)  0.0175
C (1.818, -1.258, 0.237)  0.0958
H (-2.776, -0.777, -1.004)  0.0997
H (-1.323, 0.168, -1.404)  0.1042
H (-2.857, 0.770, -0.491)  0.0916
H (-2.187, -0.092, 1.571)  0.1461
H (1.590, 2.020, 0.567)  0.1075
H (1.766, 1.158, -0.975)  0.1304
H (0.023, 1.540, -0.315)  0.1091
H (2.572, -1.237, 0.987)  0.0993
H (1.338, -2.179, 0.216)  0.0833
H (2.197, -1.035, -0.717)  0.0807



*C*
The following is a quantum chemistry calculation of the ion C5H10N with charge +1, from the OMol25 dataset.

As for the net charge: +1. The calculation puts the orbital gap at 0.3782 hartree. The value obtained for the LUMO energy is -0.1368 Eh. The SMILES is C=CC1([NH3+])CC1. The calculation puts the HOMO energy at -14.014 eV.

Last column: Löwdin charge in e.
Element x y z (Å)
C (-2.044, -0.876, -0.815)  0.0813
C (-1.005, -0.797, 0.056)  -0.1276
C (0.237, 0.000, 0.132)  -0.4809
N (1.363, -0.808, 0.628)  0.2402
C (0.174, 1.422, 0.579)  -0.0425
C (0.573, 1.129, -0.867)  -0.0054
H (-1.911, -0.209, -1.756)  0.0989
H (-2.961, -1.422, -0.642)  0.0743
H (-1.232, -1.375, 0.922)  0.0951
H (1.142, -1.036, 1.657)  0.2191
H (2.267, -0.269, 0.585)  0.1938
H (1.487, -1.649, 0.097)  0.1643
H (1.073, 1.810, 1.194)  0.1483
H (-0.690, 1.822, 0.980)  0.0938
H (-0.186, 1.055, -1.633)  0.0929
H (1.712, 1.202, -1.116)  0.1543



In kJ/mol, relative to the most stable structure: *A* 30.9; *B* 74.3; *C* 0.0.